{"formula": "C25H31AsMnN2O2S4", "method": "ωB97M-V with the def2-TZVPD basis set", "lumo_energy_ha": [-0.53455, -0.47782], "e_above_lowest_kcal_mol": 0.0, "charge": 4, "homo_ev": [-20.502, -20.552], "orbital_gap_ev": [5.96, 7.55], "spin_multiplicity": 2, "species": ["As", "Mn", "S", "S", "S", "S", "O", "O", "N", "N", "C", "C", "C", "C", "C", "C", "C", "C", "C", "C", "C", "C", "C", "C", "C", "C", "C", "C", "C", "C", "C", "C", "C", "C", "C", "H", "H", "H", "H", "H", "H", "H", "H", "H", "H", "H", "H", "H", "H", "H", "H", "H", "H", "H", "H", "H", "H", "H", "H", "H", "H", "H", "H", "H", "H", "H"], "xyz": [[1.693, 2.924, 0.397], [-0.006, -0.206, -0.043], [-1.304, 1.664, 0.458], [0.275, -2.502, -0.712], [-1.714, -1.236, 1.260], [0.019, -0.772, 2.291], [1.711, -0.441, -1.066], [1.119, 1.307, 0.643], [3.959, -0.788, -1.394], [-1.424, -0.311, -1.557], [-2.375, -5.499, -0.013], [-3.227, -0.446, -3.676], [-3.465, 0.394, -2.598], [-2.889, 1.252, -0.331], [-0.739, 0.767, 4.396], [-1.111, -3.477, -0.183], [-2.241, 2.644, 4.260], [-3.135, -4.960, 1.017], [-1.486, 1.762, 5.019], [-2.119, -1.277, -3.635], [-0.098, -2.153, -2.459], [1.384, 3.491, -1.424], [-0.746, 0.674, 3.012], [-1.890, -2.937, 0.838], [-1.480, 1.587, 2.239], [5.236, -0.203, -1.840], [0.857, 4.208, 1.566], [-2.910, -3.659, 1.448], [2.887, -0.053, -1.359], [-2.219, 2.576, 2.869], [3.998, -2.194, -1.006], [-1.346, -4.769, -0.611], [-1.250, -1.198, -2.561], [-2.563, 0.431, -1.551], [3.545, 2.825, 0.911], [6.029, -0.930, -1.700], [-2.841, 3.403, 4.746], [4.075, 3.676, 0.482], [-1.485, 1.832, 6.099], [4.669, -2.318, -0.155], [-3.913, -0.480, -4.513], [-0.312, -3.093, -2.965], [-2.773, 3.304, 2.288], [-2.575, -6.506, -0.356], [3.013, -2.551, -0.739], [-1.931, -1.993, -4.425], [0.820, 3.834, 2.588], [1.670, 2.730, -2.146], [5.487, 0.686, -1.264], [5.204, 0.058, -2.897], [3.587, 2.885, 1.998], [-3.515, -3.223, 2.234], [0.328, 3.732, -1.539], [0.817, -1.733, -2.873], [-4.357, 1.006, -2.562], [-0.132, 4.494, 1.217], [-0.167, 0.059, 4.986], [3.997, 1.893, 0.581], [-3.372, 2.188, -0.612], [1.500, 5.091, 1.546], [-3.909, -5.550, 1.490], [1.969, 4.394, -1.603], [4.400, -2.787, -1.827], [-0.738, -5.223, -1.385], [3.052, 0.986, -1.654], [-3.546, 0.715, 0.356]], "forces_ev_per_angstrom": [[0.1, 0.2, -0.1], [0.5, 0.7, 0.4], [-0.3, -0.3, -0.1], [-0.1, -0.1, -0.1], [-0.2, -0.4, 0.2], [-0.1, 0.1, -0.1], [-0.3, -0.6, -0.2], [0.0, -0.3, 0.3], [-0.3, 0.0, 0.2], [-0.1, -0.1, -0.1], [0.0, 0.0, 0.0], [0.1, -0.1, 0.0], [0.0, 0.0, 0.0], [0.1, 0.1, 0.2], [0.1, -0.1, -0.1], [0.1, 0.1, 0.0], [0.0, -0.1, 0.1], [0.0, 0.0, 0.0], [0.0, 0.1, 0.0], [0.0, 0.1, 0.0], [0.1, 0.2, 0.2], [0.1, 0.0, 0.2], [0.1, 0.0, -0.1], [0.2, 0.3, -0.1], [0.1, 0.1, -0.1], [0.3, 0.3, -0.2], [0.1, -0.1, -0.1], [-0.1, 0.1, 0.1], [0.1, 0.4, 0.0], [0.0, 0.0, -0.2], [0.1, -0.3, 0.0], [0.1, 0.0, 0.0], [-0.1, -0.1, -0.2], [-0.1, 0.1, -0.2], [-0.2, 0.1, -0.1], [-0.1, -0.1, 0.1], [0.0, 0.0, 0.0], [0.0, 0.0, 0.0], [0.0, 0.0, 0.0], [0.0, 0.1, 0.0], [0.0, 0.0, 0.0], [0.0, 0.0, 0.0], [0.0, 0.0, 0.0], [0.0, 0.0, 0.0], [-0.1, 0.0, 0.0], [0.0, 0.0, 0.0], [0.0, -0.1, 0.0], [0.0, -0.1, 0.0], [-0.1, 0.0, 0.1], [-0.1, -0.1, 0.0], [0.0, 0.0, 0.0], [0.0, 0.0, 0.0], [0.0, 0.0, 0.0], [0.0, -0.1, 0.0], [0.0, 0.0, 0.0], [0.0, -0.1, 0.0], [-0.1, 0.0, 0.0], [-0.1, 0.0, 0.0], [0.0, 0.0, 0.0], [0.0, 0.0, 0.0], [0.0, 0.0, 0.0], [0.0, 0.0, 0.0], [-0.1, 0.1, 0.0], [0.0, 0.0, 0.0], [0.0, 0.0, 0.0], [0.0, 0.0, 0.0]], "lowdin_charge": [1.115, 0.261, 1.068, 1.109, 0.900, 0.918, -0.234, -0.668, -0.116, 0.005, 0.029, 0.053, 0.044, -0.293, -0.037, -0.468, 0.014, 0.015, 0.016, 0.050, -0.258, -0.155, -0.550, -0.512, -0.487, 0.025, -0.166, -0.030, -0.232, -0.044, 0.025, -0.018, -0.270, -0.292, -0.142, 0.113, 0.144, 0.074, 0.145, 0.123, 0.150, 0.120, 0.137, 0.146, 0.050, 0.149, 0.060, 0.041, 0.101, 0.118, 0.067, 0.136, 0.050, 0.107, 0.150, 0.048, 0.136, 0.033, 0.120, 0.075, 0.145, 0.073, 0.124, 0.138, 0.143, 0.110]}



{"formula": "C25H31BNO5", "method": "ωB97M-V with the def2-TZVPD basis set", "lumo_energy_ha": -0.17406, "e_above_lowest_kcal_mol": 0.0, "charge": 1, "homo_ev": -9.769, "orbital_gap_ev": 5.03, "species": ["O", "O", "O", "O", "O", "N", "C", "C", "C", "C", "C", "C", "C", "C", "C", "C", "C", "C", "C", "C", "C", "C", "C", "C", "C", "C", "C", "C", "C", "C", "C", "B", "H", "H", "H", "H", "H", "H", "H", "H", "H", "H", "H", "H", "H", "H", "H", "H", "H", "H", "H", "H", "H", "H", "H", "H", "H", "H", "H", "H", "H", "H", "H"], "xyz": [[-4.212, -0.573, -4.692], [2.769, 3.221, 0.619], [1.187, -4.828, 2.646], [-0.159, 1.390, -0.716], [2.021, 0.386, 0.034], [0.478, 1.256, 1.688], [-3.182, -0.634, -3.817], [-0.610, -3.047, -0.013], [-5.566, -0.620, -4.189], [-0.881, 0.684, 1.411], [1.773, -2.609, -0.165], [-1.295, 1.480, 0.181], [-0.799, -0.428, -3.495], [-1.877, -0.408, -4.333], [0.109, -5.619, 3.207], [1.652, 2.905, -0.128], [2.006, -3.489, 0.855], [0.273, -1.167, -1.456], [2.590, 0.171, 1.347], [1.439, 0.277, 2.338], [1.185, 4.071, -0.706], [0.446, -2.247, -0.557], [4.005, 5.088, 1.439], [-2.232, -1.053, -1.633], [0.262, 2.457, 2.522], [2.952, 4.578, 0.584], [-0.917, -0.893, -2.157], [-0.387, -3.949, 1.009], [-3.345, -0.953, -2.446], [2.016, 5.146, -0.245], [0.917, -4.102, 1.528], [1.040, 1.426, 0.087], [-5.722, 0.139, -3.413], [-0.664, -4.965, 3.628], [-1.495, 2.536, 0.440], [-4.338, -1.141, -2.026], [-2.170, 1.029, -0.313], [-2.368, -1.273, -0.566], [-0.319, -6.289, 2.452], [-1.557, 0.821, 2.270], [3.779, 4.941, 2.506], [-0.219, 3.261, 1.944], [1.901, 6.203, -0.471], [1.177, -0.747, -1.877], [1.222, 2.790, 2.933], [3.054, -0.822, 1.368], [0.924, -0.685, 2.480], [4.963, 4.592, 1.233], [0.581, -6.202, 3.994], [-5.821, -1.621, -3.812], [1.764, 0.667, 3.308], [0.332, 4.155, -1.384], [-6.176, -0.395, -5.063], [3.354, 0.934, 1.581], [2.610, -2.177, -0.708], [-1.778, -0.202, -5.398], [4.126, 6.159, 1.267], [-0.408, 2.167, 3.353], [-0.781, -0.392, 1.178], [3.013, -3.709, 1.202], [-1.215, -4.528, 1.424], [-1.619, -3.002, -0.422], [0.193, -0.164, -3.854]], "forces_ev_per_angstrom": [[0.6, 0.1, 0.8], [-0.3, 0.5, 0.3], [-0.4, 0.4, -1.3], [-1.1, -0.8, 1.1], [0.2, -0.9, 1.0], [-0.4, -0.9, 0.6], [-0.1, -0.5, -0.1], [0.1, 0.0, -0.1], [0.3, -0.1, -0.2], [0.0, 0.0, -0.2], [-0.3, 0.3, -0.1], [0.4, -0.5, -0.9], [0.3, -0.3, 0.4], [-1.0, 0.2, -0.2], [0.3, 0.2, 0.0], [-0.3, 0.6, 0.0], [-0.1, -0.4, 0.6], [-0.2, -1.6, -1.0], [0.1, 0.3, -0.9], [-0.6, 0.2, -0.1], [0.0, -0.7, 0.3], [0.1, -0.4, 0.6], [1.0, 0.6, 0.6], [0.2, -0.5, -0.2], [0.1, 0.3, 0.5], [-1.3, -0.4, -1.2], [-1.1, 0.9, 0.2], [0.0, 0.1, 0.1], [-0.1, 0.2, -0.1], [0.5, -0.4, 0.5], [0.1, -0.2, 0.6], [0.9, 2.4, -0.3], [0.1, -0.2, -0.2], [0.2, -0.1, -0.1], [-0.1, -0.4, -0.2], [0.4, 0.2, -0.2], [0.2, 0.4, 0.2], [0.0, 0.2, -0.6], [0.1, 0.1, 0.1], [0.3, -0.1, -0.2], [0.0, 0.0, -0.3], [0.4, -0.3, 0.2], [0.1, -0.3, 0.1], [0.0, 0.1, 0.2], [-0.3, 0.1, -0.3], [-0.1, 0.3, 0.0], [0.2, 0.3, 0.0], [-0.2, 0.1, 0.1], [-0.1, 0.1, 0.0], [0.2, 0.3, -0.1], [-0.1, -0.2, -0.2], [0.4, -0.1, 0.4], [0.0, 0.0, 0.2], [-0.2, -0.3, -0.3], [-0.1, 0.2, 0.3], [0.0, 0.1, 0.3], [0.1, -0.1, 0.1], [0.4, 0.3, -0.2], [0.0, 0.5, 0.0], [-0.2, 0.0, -0.1], [0.3, 0.3, -0.3], [0.4, 0.0, 0.2], [-0.2, -0.1, -0.1]], "lowdin_charge": [-0.055, 0.030, -0.051, 0.018, 0.016, -0.133, -0.226, 0.012, -0.039, -0.083, -0.002, -0.120, 0.021, 0.033, -0.036, -0.108, 0.023, 0.100, -0.123, -0.050, -0.023, -0.177, -0.024, -0.034, 0.007, -0.341, -0.203, 0.009, 0.015, -0.016, -0.227, -0.808, 0.101, 0.101, 0.133, 0.118, 0.114, 0.113, 0.102, 0.139, 0.089, 0.112, 0.112, 0.140, 0.113, 0.113, 0.129, 0.094, 0.100, 0.102, 0.134, 0.115, 0.100, 0.131, 0.139, 0.134, 0.090, 0.110, 0.121, 0.135, 0.115, 0.110, 0.137]}



{"formula": "C25H31F2N6S3SeV", "method": "ωB97M-V with the def2-TZVPD basis set", "lumo_energy_ha": [0.09395, 0.07837], "charge": -1, "homo_ev": [-3.527, -4.792], "orbital_gap_ev": [6.08, 6.92], "spin_multiplicity": 4, "species": ["Se", "V", "S", "S", "S", "F", "F", "N", "N", "N", "N", "N", "N", "C", "C", "C", "C", "C", "C", "C", "C", "C", "C", "C", "C", "C", "C", "C", "C", "C", "C", "C", "C", "C", "C", "C", "C", "C", "H", "H", "H", "H", "H", "H", "H", "H", "H", "H", "H", "H", "H", "H", "H", "H", "H", "H", "H", "H", "H", "H", "H", "H", "H", "H", "H", "H", "H", "H", "H"], "xyz": [[-2.964, 2.108, -0.005], [0.602, -0.395, 0.730], [-0.310, 0.580, 2.625], [0.592, 1.735, -0.475], [3.084, 3.421, -0.645], [0.010, -2.320, -1.238], [-1.564, -1.468, 0.042], [2.435, -0.165, 0.554], [3.047, 0.949, 0.176], [1.121, -2.175, 1.364], [-3.956, -0.172, -1.351], [-4.130, -0.306, 0.848], [-0.285, -1.533, 4.457], [-5.036, -2.390, -1.882], [-4.679, -1.452, 0.332], [3.046, -3.632, 1.471], [-4.688, 0.690, -3.559], [2.473, -2.364, 1.261], [-5.709, 1.669, 2.745], [-4.570, -1.369, -1.069], [-5.129, 0.287, 3.045], [-3.527, 0.261, -2.657], [-3.687, 0.469, -0.177], [-5.620, -3.486, -1.268], [3.987, 3.598, 0.929], [-4.497, 3.207, -3.322], [2.235, -4.699, 1.777], [2.267, 1.888, -0.271], [-0.468, -1.119, -0.748], [-0.272, -0.693, 3.659], [-3.875, -0.058, 2.242], [-5.263, -2.554, 0.934], [3.181, -1.214, 0.881], [0.362, -3.208, 1.701], [-5.734, -3.565, 0.114], [-6.523, 1.735, 1.457], [0.860, -4.482, 1.906], [-5.376, 1.981, -3.116], [-3.401, -0.951, 2.664], [4.263, -1.156, 0.820], [-7.108, 2.654, 1.429], [4.616, 2.725, 1.058], [-5.988, -4.298, -1.876], [3.257, 3.670, 1.730], [-5.068, 4.115, -3.147], [-5.423, -0.118, -3.596], [4.578, 4.507, 0.878], [-4.896, 2.393, 2.688], [-4.849, 0.243, 4.099], [-5.872, 1.734, 0.587], [-4.933, -2.348, -2.954], [-5.662, 1.909, -2.064], [-2.832, 1.093, -2.516], [-5.899, -0.468, 2.873], [-7.206, 0.888, 1.385], [4.111, -3.754, 1.340], [-6.198, -4.434, 0.556], [2.650, -5.691, 1.900], [-4.292, 0.828, -4.568], [-3.666, 3.206, -2.624], [-4.103, 3.230, -4.337], [-0.698, -3.006, 1.809], [0.188, -5.289, 2.157], [-2.989, -0.569, -3.133], [-6.358, 1.956, 3.577], [-3.156, 0.764, 2.306], [-5.338, -2.630, 2.005], [-0.883, -0.586, -1.622], [-6.295, 2.095, -3.698]], "forces_ev_per_angstrom": [[0.3, 0.6, 0.0], [-1.8, 2.2, 0.3], [-0.2, 1.3, -0.3], [-0.4, 0.4, -0.1], [0.1, 0.2, 0.1], [0.1, -0.5, -0.5], [-0.8, -0.2, 0.5], [0.5, -0.6, 0.0], [1.4, 1.7, -0.5], [0.8, -1.4, 0.5], [0.0, 0.0, 0.5], [0.1, 0.0, -0.6], [0.0, -0.2, 0.0], [0.2, 0.2, 0.0], [-0.3, -0.5, -0.6], [-0.1, -0.1, 0.0], [-0.1, 0.0, 0.3], [0.2, -0.4, 0.1], [-0.2, -0.1, 0.0], [-0.3, -0.5, 0.4], [0.1, 0.2, -0.1], [0.0, 0.1, -0.6], [0.0, 0.4, 0.0], [0.0, -0.1, 0.0], [-0.2, -0.2, -0.4], [-0.1, -0.1, 0.1], [0.1, 0.3, -0.1], [0.6, -0.5, 0.3], [-0.5, -0.4, -2.0], [-0.1, -0.8, 1.2], [-0.1, 0.1, 0.8], [0.1, 0.2, 0.1], [0.8, -0.2, 0.0], [-0.3, -0.8, 0.3], [0.0, -0.1, 0.0], [0.1, 0.1, 0.1], [-0.2, 0.2, 0.0], [0.1, 0.0, -0.2], [0.0, 0.0, -0.1], [-0.1, 0.0, 0.0], [-0.1, 0.0, -0.1], [0.1, 0.0, 0.1], [0.0, -0.1, -0.1], [0.0, 0.0, 0.1], [0.0, 0.2, 0.0], [0.0, 0.0, -0.1], [0.1, 0.1, 0.0], [0.0, 0.1, 0.1], [0.0, -0.1, 0.0], [0.0, 0.0, -0.1], [0.0, 0.0, -0.1], [0.0, 0.0, 0.0], [0.0, -0.2, 0.1], [-0.1, -0.1, 0.1], [-0.1, -0.1, 0.0], [0.1, 0.0, 0.0], [0.0, -0.1, 0.1], [0.0, 0.0, 0.0], [0.0, -0.1, 0.0], [0.1, 0.0, 0.1], [0.0, 0.1, -0.1], [0.1, 0.0, -0.1], [-0.1, 0.0, 0.0], [0.0, 0.1, 0.1], [0.0, 0.0, 0.1], [-0.1, -0.2, -0.1], [0.0, 0.0, 0.2], [0.1, -0.1, 0.3], [-0.1, 0.0, 0.1]], "lowdin_charge": [0.735, 0.366, 0.611, 0.574, 0.768, -0.048, -0.064, -0.222, -0.086, -0.037, -0.019, -0.024, 0.038, -0.011, -0.149, -0.030, -0.185, -0.256, -0.255, -0.144, -0.180, -0.166, -0.716, -0.101, -0.409, -0.121, -0.084, -1.131, -0.437, -0.888, -0.175, -0.006, -0.069, -0.132, -0.100, -0.112, -0.065, -0.259, 0.130, 0.120, 0.068, 0.015, 0.096, 0.033, 0.068, 0.097, 0.017, 0.095, 0.113, 0.023, 0.105, 0.092, 0.082, 0.098, 0.072, 0.105, 0.096, 0.098, 0.113, 0.014, 0.071, 0.114, 0.094, 0.131, 0.099, 0.043, 0.107, 0.079, 0.101]}



| no. | strongest force on any atom (eV Å⁻¹) |
| --- | --- |
| 1 | 0.95 |
| 2 | 2.56 |
| 3 | 2.87 |